91
Properties=species:S:1:pos:R:3:forces:R:3:mulliken_spin:R:1 method="wB97M-V/def2-TZVPD" total_charge=+1 relative_energy_ev=0.616 multiplicity=3 largest_force_ha_per_bohr=0.0059 lumo_ev="-2.34 / -5.21" s_squared=2.011
Au -0.306297 -1.984992 0.292130 0.1 -0.2 0.0 0.57
O 6.566696 -3.795149 0.195189 0.0 0.1 0.0 0.00
C 6.202576 -2.441924 0.000398 0.0 -0.1 0.0 0.00
C 4.716681 -2.363893 -0.207598 0.0 0.0 0.0 0.00
C 4.138647 -1.235123 -0.772653 0.0 0.0 0.0 0.00
C 2.763140 -1.175611 -0.893754 0.0 -0.1 0.0 0.00
N 1.969667 -2.173584 -0.512112 0.2 0.0 0.1 0.02
C 2.519149 -3.272601 0.006945 -0.2 0.0 0.0 0.00
C 3.885896 -3.402967 0.187254 0.1 -0.1 0.0 0.00
C 1.576762 -4.362723 0.392477 -0.1 0.1 0.1 0.00
C 1.976263 -5.685642 0.402825 0.0 0.0 0.0 0.00
C 1.077164 -6.678186 0.773489 0.1 0.0 0.0 0.00
C 1.512687 -8.123921 0.777919 0.1 0.0 -0.1 0.00
O 2.359471 -8.435817 -0.311305 0.0 0.0 0.1 0.00
C -0.208621 -6.302335 1.125604 0.0 0.0 0.1 0.01
C -0.557043 -4.967269 1.072884 0.0 0.1 0.0 0.00
N 0.313744 -4.025215 0.715726 0.1 0.0 -0.2 0.13
H 7.518431 -3.850997 0.319263 0.0 0.0 0.0 0.00
H 6.709649 -2.004768 -0.864181 0.0 0.0 0.0 0.00
H 6.456980 -1.835772 0.877192 0.0 0.0 0.0 0.00
H 4.749064 -0.407990 -1.115479 0.0 0.0 0.0 0.00
H 2.269765 -0.307437 -1.317680 0.0 0.0 0.0 0.00
H 4.313507 -4.290670 0.631061 0.0 0.0 0.0 0.00
H 2.977059 -5.954675 0.093699 0.0 0.0 0.0 0.00
H 0.637010 -8.775845 0.819389 0.0 0.0 0.0 0.00
H 2.102383 -8.313097 1.675394 0.0 0.0 0.0 0.00
H 1.850965 -8.404345 -1.128525 0.0 0.0 0.0 0.00
H -0.944734 -7.039862 1.419757 0.0 0.0 0.0 0.00
H -1.560258 -4.624574 1.285574 0.0 0.0 0.0 0.01
C -6.083947 1.146146 1.635145 -0.1 -0.1 -0.1 0.00
N -5.077289 0.170095 1.213449 0.1 0.0 0.1 0.08
C -5.264785 -1.178401 1.763785 0.0 0.1 0.0 -0.01
C -3.877253 0.588008 0.731355 -0.2 -0.2 -0.1 -0.10
S -2.508595 -0.058480 1.537820 0.0 0.1 0.1 0.94
N -3.811903 1.452306 -0.257258 0.0 0.1 0.0 -0.02
C -4.964562 1.754083 -1.106913 0.0 0.0 0.0 0.00
C -2.551169 2.069408 -0.675849 0.0 0.0 0.0 0.00
H -6.150987 1.145144 2.724753 0.0 0.0 0.0 0.00
H -7.060259 0.884000 1.226140 0.0 0.0 0.0 0.00
H -5.818115 2.146011 1.309223 0.0 0.0 0.0 0.00
H -6.241159 -1.538095 1.437604 0.0 0.0 0.0 0.00
H -5.244156 -1.168861 2.855386 0.0 0.0 0.0 0.01
H -4.496108 -1.848980 1.388542 0.0 0.0 -0.1 -0.01
H -5.713475 0.973867 -1.012855 0.0 0.0 0.0 0.00
H -4.617168 1.788828 -2.137332 0.0 0.0 0.0 0.00
H -5.399595 2.721214 -0.855633 0.0 0.0 0.0 0.00
H -1.731343 1.696968 -0.072029 -0.1 0.0 0.0 0.01
H -2.612647 3.154284 -0.590021 0.0 0.0 0.0 0.00
H -2.355942 1.801978 -1.713533 0.0 0.0 0.0 0.00
C -3.737014 -4.008864 -1.646566 0.0 0.0 0.0 0.02
C -2.557456 -3.035023 -1.585152 0.0 0.0 0.0 -0.02
O -2.189459 -2.842237 -0.274301 0.0 0.1 -0.1 0.16
C -1.410608 -3.641868 -2.440118 -0.1 0.0 0.1 0.00
F -0.981762 -4.780985 -1.865008 0.0 0.0 0.0 0.00
F -0.347057 -2.830261 -2.541656 0.0 0.0 0.0 0.00
F -1.794558 -3.945620 -3.685944 0.0 0.0 0.0 0.00
C -3.007748 -1.688452 -2.202300 0.0 0.0 0.2 0.00
F -2.077901 -0.725959 -2.074208 0.0 0.0 0.0 0.00
F -4.105552 -1.240060 -1.543146 0.0 0.0 0.0 0.00
F -3.341906 -1.759249 -3.492509 0.0 0.0 -0.1 0.00
H -3.417433 -4.964442 -1.235741 0.0 0.0 0.0 0.00
H -4.093251 -4.154425 -2.664626 0.0 0.0 0.0 0.00
H -4.544643 -3.617357 -1.032203 0.0 0.0 0.0 0.00
C 4.020788 9.908462 0.195287 0.0 0.0 0.0 0.00
C 3.201984 8.651246 0.083616 0.0 0.0 0.0 0.00
C 1.850905 8.651385 0.422361 0.0 0.0 0.0 0.00
C 1.083182 7.505422 0.293612 0.0 0.0 -0.1 0.00
C 1.685512 6.346078 -0.176296 0.0 0.1 0.0 0.00
C 3.030574 6.316681 -0.525335 0.0 0.0 0.0 0.00
C 3.777875 7.472040 -0.390730 0.0 0.0 0.0 0.00
S 0.739361 4.883883 -0.320949 0.0 0.0 0.0 0.00
O -0.661288 5.226020 -0.309902 0.0 0.0 0.0 0.00
O 1.235685 4.063577 -1.389495 -0.1 0.0 0.0 0.00
N 1.158801 4.104657 1.085347 -0.1 -0.2 0.0 0.00
C 0.435697 2.824366 1.232340 0.1 0.0 0.0 0.01
C 1.368965 1.653547 1.511320 0.0 0.1 0.0 0.00
C 0.730111 0.322713 1.196988 -0.2 -0.2 -0.1 -0.01
O 0.993857 -0.689870 1.866632 0.0 0.2 -0.1 0.06
O -0.074940 0.255841 0.183351 0.0 -0.1 0.3 0.14
H 3.613297 10.579349 0.950248 0.0 0.0 0.0 0.00
H 4.028121 10.444772 -0.756237 0.0 0.0 0.0 0.00
H 5.054841 9.682429 0.453169 0.0 0.0 0.0 0.00
H 1.391598 9.564190 0.782437 0.0 0.0 0.0 0.00
H 0.027607 7.504600 0.533879 0.0 0.0 0.0 0.00
H 3.468739 5.403002 -0.906270 0.0 0.0 0.0 0.00
H 4.826426 7.464630 -0.664155 0.0 0.0 0.0 0.00
H 1.051427 4.737086 1.870743 0.0 -0.1 0.0 0.00
H -0.079575 2.611577 0.299370 0.1 0.1 0.0 -0.01
H -0.321683 2.907231 2.012802 -0.1 0.0 0.0 0.00
H 1.717241 1.630318 2.542370 0.0 0.0 0.0 0.00
H 2.245333 1.747023 0.864357 0.0 0.0 0.0 0.00